# 1
{"formula": "C22H49FO19S6", "method": "ωB97M-V/def2-TZVPD", "symbols": ["C", "C", "H", "H", "C", "H", "H", "O", "C", "C", "H", "O", "O", "O", "O", "S", "H", "H", "H", "H", "O", "O", "H", "O", "H", "H", "O", "O", "O", "H", "S", "H", "H", "H", "H", "C", "H", "H", "O", "H", "C", "H", "O", "H", "H", "H", "C", "S", "H", "O", "C", "O", "C", "H", "H", "C", "C", "H", "H", "S", "H", "F", "H", "S", "H", "C", "C", "C", "H", "C", "C", "H", "H", "S", "H", "H", "O", "H", "H", "H", "O", "H", "O", "H", "C", "H", "H", "H", "H", "H", "H", "O", "H", "C", "C", "C", "C"], "coordinates": [[-0.07413, 1.09949, 6.96005], [1.90610, -5.33342, 2.14762], [-0.05531, 0.98516, 4.60439], [2.36545, 5.81558, -4.82552], [0.47036, -4.84698, 2.20246], [4.02018, -2.10528, -0.66095], [-4.46704, -5.26251, -3.30494], [1.71485, 1.70177, -5.20617], [0.19931, -0.35042, 7.52970], [-3.70146, 3.77456, -7.60082], [-1.33880, 0.18323, 5.50341], [-2.08321, 4.00063, 7.03275], [-0.28389, -4.96228, -1.71273], [-2.56556, 3.98310, -4.60494], [-0.12493, -5.08934, 3.48459], [1.52265, -1.06812, 0.10113], [-3.61912, -5.99891, -1.95342], [-0.85484, -5.77453, 5.97602], [2.18582, 1.15572, 7.05505], [1.96795, -6.38259, 2.44560], [-1.76732, 2.13898, 5.34444], [-1.94400, -4.40287, -3.46845], [5.01418, -0.77582, -0.08367], [0.10771, -2.79194, 4.38631], [-3.77162, 4.83527, -7.85736], [2.54211, -4.76619, 2.82864], [1.49575, -2.50306, 0.08467], [-2.46526, -3.88799, -1.09729], [-4.29634, 3.53048, -6.32145], [3.24213, 4.59608, 6.45386], [-3.83825, 4.44567, -5.07852], [3.03120, -0.58552, -2.40061], [-4.86223, 4.39379, -2.97688], [-2.53368, -5.82041, -4.80601], [-2.20069, 2.24039, -7.36050], [-0.70050, -2.46866, -2.37906], [-0.33060, -2.04187, -1.44774], [-0.68599, -4.21553, 6.82509], [-3.62705, 2.03976, 6.99517], [-1.85716, 3.40090, -8.66496], [1.53367, 3.17851, 6.42937], [3.63837, 2.99512, 5.53377], [1.60728, -4.63585, 5.19714], [0.88298, 2.66962, -1.93369], [3.94900, 0.76386, -1.75327], [0.40206, -3.78756, 1.94488], [0.83196, -0.50268, 1.62647], [-1.36473, -4.06181, -2.00317], [1.27678, -1.05984, 2.44992], [0.95199, -0.28843, -0.96623], [-2.40221, -5.73370, -3.72555], [1.68609, 3.98708, -4.24207], [0.51922, -1.44024, 7.99580], [-4.10314, -7.00447, -3.31892], [-5.02808, 2.83763, -3.83133], [-0.71082, 1.14426, 5.51131], [4.05502, -1.01826, -0.54520], [1.61800, 4.53884, -6.85345], [4.78931, -0.59482, -2.53221], [0.33507, -4.17312, 4.72175], [-0.24235, -0.68399, 1.58716], [0.88861, 4.30189, 7.05951], [1.16431, -2.20169, 8.51989], [-2.26375, 2.55172, 6.90023], [-1.49372, -1.84192, -2.78450], [3.11957, 3.47612, 6.42371], [-3.72525, -6.01863, -3.03854], [0.70232, 2.10205, -2.84452], [-1.62853, 3.85691, -6.97684], [-5.07878, 3.92052, -3.93415], [2.64104, 4.76848, -4.96599], [2.95598, 3.42112, -6.63249], [-4.29406, 3.22596, -8.33561], [1.99925, 2.42573, -4.00000], [0.11484, -2.57830, -3.09172], [-0.24978, 2.37893, -3.29702], [3.03172, -0.57688, 0.35741], [2.31330, -5.22273, 1.14056], [-0.12113, -5.39542, 1.46697], [1.02392, 0.56508, 1.72527], [-4.06550, 5.82381, -5.40862], [1.28485, 2.12660, 8.36422], [3.26270, 2.30617, -3.32072], [-1.64011, -6.46193, -3.43414], [3.95445, -0.31827, -1.88481], [3.55327, 2.95304, 7.34150], [1.21304, 3.12287, 5.34794], [0.71296, 1.03362, -2.62854], [-6.05585, 4.23475, -4.29606], [3.29655, 5.11267, -6.99706], [-1.88164, -4.37772, 5.50803], [-1.09715, 1.74167, 7.79561], [3.64047, 4.63842, -4.54118], [2.62816, 4.44486, -6.44875], [-2.26425, 3.28948, -7.65750], [1.30031, 1.84656, 7.25680], [-0.90441, -4.69201, 5.86966]], "e_lumo_ev": 0.10, "e_homo_ev": -10.8, "homo_lumo_gap_ha": 0.4005, "energy_ha": -4785.983750}

***

# 2
{"formula": "C22H49FeN2OP3S", "method": "ωB97M-V/def2-TZVPD", "symbols": ["H", "H", "H", "C", "H", "C", "C", "C", "H", "H", "C", "C", "H", "H", "C", "H", "H", "C", "C", "H", "H", "H", "Fe", "P", "H", "H", "H", "H", "C", "H", "O", "N", "H", "C", "H", "H", "H", "P", "H", "C", "C", "H", "H", "H", "N", "H", "H", "H", "H", "S", "C", "C", "H", "P", "H", "H", "H", "H", "C", "C", "C", "C", "H", "H", "H", "C", "H", "H", "H", "H", "H", "H", "C", "C", "H", "H", "H", "H", "H"], "coordinates": [[-4.36073, -0.44966, 0.71946], [1.61458, -0.25023, -3.28268], [-0.92595, 3.79752, 0.29826], [-2.60505, 1.77094, 1.68092], [2.07849, -1.61927, -2.23425], [-0.09810, -5.61920, 2.71077], [-2.33099, 2.33887, -2.05390], [4.69339, 6.07794, -3.52433], [-0.50222, 4.48927, -1.30278], [-3.14622, -0.50642, 2.99852], [0.65103, 1.10916, 1.23438], [3.71061, 6.02594, -2.52000], [0.22154, 3.12748, -3.42937], [1.91233, 1.68506, -0.46853], [1.53923, 0.85099, 0.13670], [3.33137, -4.49059, 3.40775], [0.23429, -3.32851, -1.06449], [-1.56952, -0.91586, -3.31855], [2.38480, -4.04276, 3.74754], [0.86909, -6.06560, 2.44920], [-1.37030, -0.56522, 3.19895], [3.43886, -1.89850, 2.91430], [-0.37455, 0.23262, -0.38972], [-0.29000, -1.17025, -2.01093], [1.19550, -1.93398, -3.76709], [-3.55068, 1.57975, 2.20850], [2.65432, -1.91264, 1.28270], [1.69747, -4.83241, 4.06359], [0.68186, -3.32881, 1.96602], [2.41584, 4.70872, -3.99407], [0.47746, -2.39540, 1.14724], [1.82555, -3.20403, 2.70221], [-3.29164, -1.51532, -0.26077], [0.40969, 2.17160, -2.92255], [7.19194, 7.62373, -1.77860], [-1.44026, 0.03822, -3.84256], [0.18732, 1.33967, -3.60281], [-2.03537, 0.16907, 0.96772], [-1.48533, -1.74443, -4.03655], [-2.20027, -0.79950, 2.52165], [6.21000, 7.18746, -1.99061], [-1.50292, -3.23466, -1.51114], [-2.21326, -1.87732, 2.33258], [-2.66434, 1.46618, -2.63076], [-0.26010, -4.32123, 2.07405], [-0.88503, -6.26659, 2.31497], [-0.23544, -5.56402, 3.79761], [3.19828, 6.58085, -0.50252], [0.57517, 0.43414, 2.10149], [2.16393, 5.27626, -2.79435], [-3.48877, -0.47532, 0.04904], [-0.48069, -2.98128, -1.82160], [4.46653, 5.66273, -4.49963], [-0.63449, 2.08320, -1.41697], [-2.30987, 3.22622, -2.70144], [-2.56757, -0.94144, -2.85588], [-1.85061, 2.12208, 2.39966], [-0.25627, -3.45261, -2.79227], [-1.45165, -4.18263, 1.25642], [-0.29247, 3.67919, -0.59036], [2.49266, -1.95752, 2.36960], [5.22518, 7.16701, -1.00218], [-3.03264, 2.50030, -1.22457], [-3.68682, 0.13390, -0.84403], [-2.35227, -4.39335, 1.84813], [1.30823, -1.23838, -2.92271], [1.46981, 2.10821, -2.63989], [0.33420, 2.14105, 1.44033], [-1.44135, -4.88727, 0.41089], [2.12021, -0.08290, 0.05819], [-2.75324, 2.54167, 0.91509], [1.84140, -1.11069, 2.63287], [3.97771, 6.59821, -1.26109], [5.93923, 6.65056, -3.25840], [0.75727, 3.74141, -0.27510], [5.42343, 7.59638, -0.01524], [-1.47373, -3.16482, 0.86478], [6.70304, 6.68201, -4.02998], [2.63981, -3.41694, 4.61673]], "e_lumo_ev": [-6.87, -11.66], "spin_multiplicity": 6, "e_homo_ev": [-14.7, -15.1], "homo_lumo_gap_ha": [0.2861, 0.1274], "total_charge": 3, "energy_ha": -3737.322576, "s_squared": 8.8620, "e_above_lowest_ev": 0.0000}